ORCA calculation (ωB97M-V/def2-TZVPD) on C38H35ClIrN2Si2 as an isolated structure in a non-equilibrium geometry.

```
79
Properties=species:S:1:pos:R:3:forces:R:3
C -0.625 -1.924 2.205 -0.714 0.309 -0.521
H 3.490 0.382 0.668 0.059 -0.298 -1.238
N 0.128 1.890 2.526 -0.192 1.083 -0.047
C -1.579 1.028 -3.794 -0.153 0.178 -0.093
C 0.771 2.137 -0.392 0.724 0.131 -1.391
C 2.724 -1.339 5.265 0.234 0.053 0.508
H 2.474 -4.730 -3.716 -0.225 0.199 -0.053
C 0.005 4.340 -1.189 -0.063 -0.047 -0.246
H 0.248 5.363 -1.480 0.132 -0.376 -0.072
C 1.073 -3.940 -5.160 0.011 -0.422 -0.141
C -0.284 0.825 -3.317 -0.429 -0.420 0.429
H -3.008 -5.523 -1.435 0.050 0.433 0.108
C 1.439 0.944 4.339 0.448 -1.472 0.431
H 0.608 3.955 6.630 0.150 -0.421 -0.166
H -1.171 4.006 -5.426 0.166 -0.552 0.256
C 2.166 -1.288 3.987 -0.037 1.542 -0.293
H -0.880 2.037 2.462 0.107 -0.140 0.413
H -2.128 -0.131 4.617 0.270 -0.001 -0.040
H 3.211 -2.262 5.564 -0.044 0.207 0.148
C 0.207 -1.744 -4.728 -0.289 -1.030 -1.901
H 2.230 -2.749 -2.141 -0.089 -0.201 -0.472
H 2.049 3.707 -1.136 -0.114 0.157 0.448
H -2.656 0.787 2.141 0.224 -0.070 0.235
C 0.638 1.995 3.876 -0.391 0.911 0.176
H -2.355 0.301 -3.540 0.061 0.380 -0.185
H 0.486 2.658 1.945 0.298 -0.249 0.181
C -2.579 -2.160 -1.936 -0.110 -0.604 -0.228
H 1.163 3.596 -4.706 -0.014 -0.227 0.057
C 1.623 2.052 6.461 0.036 0.315 0.366
C -1.975 -0.017 2.414 -0.604 -1.291 0.165
C 2.636 -0.242 6.106 -0.146 -0.242 -0.171
H -2.143 4.678 -1.358 0.419 -0.250 0.169
C 0.845 3.103 5.986 0.359 -0.401 0.448
H -2.661 2.297 -0.777 0.512 0.086 -0.051
H -2.919 2.314 -4.862 0.053 -0.008 -0.052
C -1.893 2.155 -4.552 -0.149 0.011 0.048
H -4.289 -3.470 -2.087 0.481 -0.054 -0.047
H -0.385 -0.883 -5.045 0.241 -0.344 0.180
C 0.268 -2.871 -5.545 -0.679 1.489 0.204
H 0.333 -3.002 -0.398 -0.104 -0.163 -0.355
H 1.750 1.584 -3.313 -0.377 0.157 -0.243
N 1.592 -0.163 3.535 0.671 -0.929 1.095
C 0.329 3.075 4.677 0.395 -0.749 -0.248
H -3.078 -1.272 -2.335 -0.019 -0.541 0.059
C 1.824 -3.893 -3.973 0.446 0.460 1.528
C -0.914 3.093 -4.869 0.202 -0.139 0.078
C -1.235 -2.080 -1.570 0.003 0.636 0.007
H -0.549 -2.285 4.427 0.051 0.267 -0.196
C 1.024 3.413 -0.919 0.252 0.492 0.387
H 2.205 -2.134 3.294 -0.047 0.367 0.302
C -0.871 -1.658 3.600 -0.621 -0.359 -0.299
Cl 3.159 2.828 1.462 -0.584 -0.439 0.072
H -1.609 -0.975 0.374 -0.225 -0.079 0.644
C -1.339 3.974 -1.117 0.202 -0.001 0.254
H 1.330 -1.004 0.660 0.022 -0.333 -0.017
C -3.226 -3.398 -1.830 -0.352 0.170 0.109
H -0.317 3.857 4.281 0.177 -0.043 0.218
C -1.624 2.657 -0.773 0.048 -0.240 -0.168
C 0.402 2.861 -4.455 -0.070 -0.192 0.178
Si -0.052 -0.740 -2.194 0.724 1.323 0.210
H -0.890 0.714 -0.388 0.286 0.655 0.469
H 3.026 -0.266 7.126 -0.027 -0.072 -0.335
C -2.538 -4.536 -1.388 0.066 0.123 -0.023
Si 2.220 1.117 0.592 -0.954 1.401 0.171
H 1.115 -4.824 -5.794 0.174 0.161 0.093
C 0.820 -1.775 -3.461 -0.145 -0.272 0.092
C -0.638 -3.154 -0.877 0.229 -0.429 -0.597
H -0.158 -2.822 1.802 -0.452 0.261 0.211
C 0.728 1.734 -3.683 -0.268 -0.041 0.196
C 1.705 -2.808 -3.100 0.860 -1.276 -0.986
H -0.715 -5.291 -0.485 -0.217 0.346 0.036
C -1.382 -0.909 1.437 0.217 -1.117 0.558
C -1.698 -0.529 3.705 -0.329 0.413 -0.361
C -1.243 -4.415 -0.869 -0.179 0.519 -0.049
C -0.581 1.772 -0.482 -0.619 -0.801 0.427
H 1.979 2.055 7.493 -0.102 0.170 -0.269
C 1.955 0.918 5.668 -0.878 0.908 -0.662
H -0.325 -2.888 -6.462 0.315 -0.136 0.256
Ir 0.539 -0.107 1.732 0.636 1.163 -0.406
```
Positions in Å, forces in eV/Å.

Frontier orbital gap (alpha / beta) ... 6.47 / 4.19 eV
Charge ... +2
HOMO (alpha / beta) ... -11.85 / -13.59 eV
Spin multiplicity ... 6

Mulliken atomic charge list, values in e, 6 entries:
1. C -0.339
2. H -0.104
3. N -0.907
4. C -0.083
5. C 0.541
6. C -0.922

***

ORCA calculation (ωB97M-V/def2-TZVPD) on an isolated ion of composition C24H41N2O4 and charge +1.

```
71
Properties=species:S:1:pos:R:3:forces:R:3
C -6.870 -1.043 0.760 -0.142 -0.456 -0.107
H -7.788 -2.707 -0.213 -0.018 -0.100 0.014
H -7.264 1.382 0.045 0.093 -0.007 0.056
H -1.136 -0.009 0.219 -0.096 -0.095 -0.003
O -1.683 1.606 2.359 0.212 0.378 0.041
H -6.792 -2.619 -2.327 0.102 -0.022 -0.014
H 4.489 0.422 -2.725 -0.084 0.040 0.038
C 0.099 2.861 1.527 -0.145 -0.166 -0.017
O 4.927 1.699 -1.209 0.218 0.374 0.048
H 7.953 -2.437 0.626 0.038 -0.053 0.016
H 2.889 0.190 -0.118 0.168 -0.116 0.003
C -0.502 0.851 0.362 -0.290 0.002 0.353
C 3.992 0.865 -1.855 -0.566 -0.238 -0.047
H 6.877 0.300 1.470 0.037 0.154 0.051
C -6.815 -2.213 -0.232 0.001 0.149 0.033
C 4.552 -1.057 1.264 0.008 -0.323 0.813
C -7.117 -0.500 -2.133 0.315 -0.014 -0.110
H 3.114 2.367 -3.123 -0.054 -0.151 0.070
H 1.739 3.959 0.704 0.077 0.124 0.028
H -5.577 1.891 -0.116 -0.038 0.004 0.039
O -3.234 -0.587 0.301 0.128 -0.331 -0.115
H 4.125 -0.190 1.773 -0.029 -0.007 -0.190
H -5.337 1.200 2.177 0.010 -0.044 0.031
C -0.725 1.736 1.409 0.194 -0.021 -0.123
H -5.390 -1.716 -1.777 0.038 -0.047 -0.077
H 5.365 0.232 -0.118 -0.292 -0.308 0.116
H -3.456 1.429 0.636 -0.015 -0.060 0.147
H 4.452 2.495 -0.917 0.057 -0.103 0.069
H -7.210 -0.525 -3.221 -0.091 0.012 0.028
H 3.111 -1.086 -1.335 0.077 -0.075 0.090
C 0.520 1.080 -0.548 0.389 0.233 -0.274
C -6.473 -1.808 -1.669 -0.248 -0.040 0.086
C -2.544 0.488 2.347 -0.378 -0.259 -0.198
H -6.792 -1.448 1.773 -0.027 0.101 -0.034
H -3.077 0.561 3.297 0.059 -0.043 -0.071
H -5.262 0.576 -2.114 0.051 0.031 -0.029
H 7.151 -0.135 -1.208 -0.003 0.044 -0.089
H 1.984 1.067 -2.697 0.009 0.047 -0.016
C 3.586 -0.236 -0.846 -0.386 0.601 -0.438
H 5.604 -1.396 3.071 -0.084 -0.050 -0.020
H 7.637 -1.761 -1.658 -0.069 0.044 -0.088
C -3.545 0.471 1.176 -0.034 0.270 0.225
C -6.287 0.729 -1.767 -0.276 0.113 0.212
H -1.972 -0.447 2.330 -0.060 0.061 0.015
C 7.085 -0.759 1.639 0.126 -0.324 0.064
H 8.802 -0.924 0.361 0.052 -0.061 -0.009
C 5.807 -1.520 2.007 0.004 0.177 -0.114
H -5.006 -0.537 2.380 -0.029 0.025 0.006
H 5.978 -2.585 1.844 -0.044 -0.048 0.034
C 5.644 -1.626 -0.899 0.547 -0.302 -0.538
N 4.815 -0.655 -0.136 0.261 0.437 0.036
C 1.112 3.085 0.625 0.043 -0.138 -0.189
O 2.381 2.542 -1.268 -0.099 0.138 0.149
C 2.784 1.703 -2.318 0.320 -0.331 -0.193
H -8.124 -0.411 -1.724 -0.157 0.022 -0.041
C -4.997 0.289 1.665 0.357 0.040 -0.096
H -7.851 -0.553 0.688 0.060 0.011 0.060
N -5.813 -0.075 0.525 -0.034 0.010 0.254
H 3.805 -1.854 1.260 -0.034 0.135 -0.125
H -4.094 -0.842 -0.087 0.014 0.107 0.020
C 1.332 2.194 -0.425 -0.117 0.020 0.215
C 7.104 -1.183 -0.903 0.065 -0.233 0.238
H -6.686 1.601 -2.289 0.051 0.055 -0.043
H 0.639 0.374 -1.357 0.014 -0.053 -0.075
H -6.073 -2.940 0.105 -0.037 -0.066 0.063
H 5.530 -2.617 -0.461 -0.131 0.041 0.006
C 7.811 -1.371 0.439 -0.033 0.288 -0.078
H -0.083 3.549 2.336 -0.014 0.099 0.115
H 5.278 -1.664 -1.925 -0.119 0.035 0.114
H 7.764 -0.813 2.490 -0.032 0.115 0.015
C -6.261 1.054 -0.273 0.109 0.148 -0.449
```
Positions in Å, forces in eV/Å.

Frontier orbital gap ... 8.37 eV
Charge ... +1
Structure (SMILES) ... O[C@H](COc1ccc(OC[C@@H](O)C[NH+]2CCCCCC2)cc1)CN1CCCCCC1
HOMO ... -10.44 eV

Mulliken atomic charge list, values in e, 6 entries:
1. C -0.842
2. H 0.407
3. H 0.437
4. H 0.527
5. O -0.468
6. H 0.383

***

ORCA calculation (ωB97M-V/def2-TZVPD) on C17H21N3O2Pd as an isolated structure.

```
44
Properties=species:S:1:pos:R:3:forces:R:3
H 2.961 -1.540 -3.685 -0.008 0.004 0.002
H -1.914 -4.563 4.147 0.035 0.005 0.005
C -0.790 0.573 -2.466 -0.063 0.376 -0.253
C 0.905 2.180 -0.097 0.070 0.559 -0.643
H 3.554 0.066 -3.295 -0.017 0.011 -0.014
H -2.944 0.527 -2.279 0.040 0.017 0.031
H -3.399 -1.879 3.806 0.012 -0.014 -0.002
C 2.873 5.403 -0.395 -0.022 -0.079 0.024
H -2.208 -5.039 1.100 0.002 0.003 0.015
N 0.169 2.362 -1.277 0.357 -0.176 0.414
C 2.804 3.120 1.190 0.038 0.041 0.019
C -2.135 -0.047 -2.726 -0.018 0.013 -0.109
C -1.931 -2.382 1.571 -0.254 -0.227 0.237
H -4.488 -2.382 2.506 0.007 -0.020 -0.007
H -1.107 -2.989 4.059 -0.027 0.002 -0.006
N -0.716 1.462 -1.538 -0.116 -0.136 0.165
C 1.512 -0.245 -2.808 0.217 -0.141 0.267
C 3.780 5.248 0.645 -0.004 -0.013 0.008
H 1.224 4.518 -1.456 0.008 -0.003 0.003
H -3.777 -4.249 0.895 -0.005 0.009 0.021
C 1.933 4.414 -0.647 0.037 0.069 0.006
C 0.354 0.261 -3.319 -0.132 -0.034 0.080
C -3.035 -4.565 1.628 0.009 -0.035 0.005
C -3.727 -2.728 3.206 0.004 0.005 0.016
C 3.744 4.107 1.438 -0.005 -0.003 -0.013
H 4.517 6.018 0.837 -0.011 -0.010 0.007
C 2.699 -0.481 -3.697 0.071 -0.025 -0.101
H -0.628 -4.287 2.960 -0.021 -0.005 -0.010
H 0.227 0.398 -4.386 0.006 -0.100 0.014
H -2.167 -1.066 -2.340 0.033 -0.049 -0.015
H 2.762 2.222 1.793 0.001 0.011 -0.011
H 2.519 -0.163 -4.723 0.003 0.000 0.019
H -4.176 -3.470 3.869 -0.013 0.034 -0.001
H -2.281 -0.110 -3.806 -0.038 0.014 0.026
Pd 0.071 -0.733 -0.301 0.041 -0.657 0.029
O 0.804 1.233 0.667 -0.213 -0.122 0.275
O 1.703 -0.606 -1.572 -0.206 0.376 -0.240
C -2.550 -3.383 2.474 0.099 0.284 -0.223
C -1.475 -3.829 3.470 -0.003 -0.064 0.059
N -1.422 -1.622 0.884 0.242 0.174 -0.022
C 1.896 3.271 0.147 -0.158 -0.083 -0.041
H -3.492 -5.301 2.291 0.005 -0.007 -0.032
H 2.899 6.291 -1.013 0.004 -0.010 0.009
H 4.453 3.986 2.247 -0.007 0.008 -0.014
```
Positions in Å, forces in eV/Å.

Frontier orbital gap (alpha / beta) ... 7.71 / 6.34 eV
Charge ... 0
HOMO (alpha / beta) ... -7.30 / -7.20 eV
Spin multiplicity ... 3

Mulliken atomic charge list, values in e, 6 entries:
1. H 0.310
2. H 0.402
3. C 0.790
4. C 0.587
5. H 0.306
6. H 0.344

***

ORCA calculation (ωB97M-V/def2-TZVPD) on H20O10Xe as an isolated structure in a non-equilibrium geometry.

```
31
Properties=species:S:1:pos:R:3:forces:R:3
O 0.209 10.591 6.270 -0.579 -0.824 -0.367
H -0.909 17.365 5.961 -0.589 -0.322 -0.471
O -0.242 13.706 10.997 0.209 0.107 0.266
O 1.639 12.635 7.067 0.045 0.039 0.518
H -4.634 13.982 3.714 -0.204 -0.002 -0.253
H -3.188 17.731 8.119 0.139 -0.167 0.280
H 0.856 13.914 3.929 -0.270 -0.107 -0.191
O -3.242 18.431 7.468 -0.287 0.016 -0.463
O -3.062 12.941 9.933 0.102 0.198 0.067
H 0.309 10.318 5.358 -0.098 -0.243 -0.195
H -3.070 17.138 4.609 -0.148 0.305 0.104
H 0.146 17.099 9.275 0.123 -0.139 0.174
O -0.072 17.728 6.249 0.163 0.367 0.051
H 0.651 11.439 6.316 0.257 0.378 0.566
H -4.311 13.311 5.031 0.018 -0.125 0.292
H -0.512 17.580 7.999 0.437 0.015 -0.498
O 1.505 14.078 4.614 0.103 -0.136 0.085
H -2.810 12.020 9.992 0.138 -0.274 0.081
O -3.932 13.871 4.354 0.186 0.180 -0.142
H 0.586 17.210 5.786 0.138 -0.084 -0.029
Xe -1.289 14.512 7.187 -0.052 -0.161 0.077
H 2.475 12.228 6.837 0.337 -0.087 0.029
H 1.692 15.014 4.549 0.126 0.227 0.028
H -0.988 13.845 10.413 -0.421 0.037 -0.158
O -0.580 17.634 8.952 -0.463 0.141 0.671
H -2.993 15.635 4.445 -0.193 -0.639 0.123
H -2.378 18.842 7.486 0.231 0.189 0.186
H 0.257 13.002 10.584 0.181 -0.146 -0.140
O -2.457 16.403 4.641 0.465 0.464 -0.093
H -3.887 12.934 9.448 -0.204 0.082 -0.122
H 1.414 13.168 6.305 0.112 0.711 -0.476
```
Positions in Å, forces in eV/Å.

Frontier orbital gap ... 10.56 eV
Charge ... 0
HOMO ... -10.69 eV

Mulliken atomic charge list, values in e, 6 entries:
1. O -0.648
2. H 0.295
3. O -0.619
4. O -0.663
5. H 0.305
6. H 0.310

***

ORCA calculation (ωB97M-V/def2-TZVPD) on C16H14F6HfN2P2SSe2 as an isolated structure in a non-equilibrium geometry.

```
44
Properties=species:S:1:pos:R:3:forces:R:3
C -3.308 3.356 -3.922 -0.063 -0.136 0.024
H 0.311 -2.725 -4.994 0.026 0.057 -0.096
H 5.126 -2.598 -3.824 -0.002 0.005 -0.005
C -1.495 2.584 -2.014 -0.667 -0.202 -0.265
H 2.018 -2.597 -6.783 0.017 -0.001 -0.004
H 0.291 -7.679 -2.546 -0.056 -0.031 0.013
C -3.195 2.046 -3.460 0.104 0.108 0.039
C -0.424 -4.339 -2.471 -0.432 0.804 0.003
P 1.257 0.441 2.751 0.266 0.106 -0.464
C 1.782 -2.718 -3.408 -0.422 -0.261 0.188
C 2.321 -2.623 -5.746 -0.037 -0.010 0.000
H -0.913 4.539 -2.052 -0.008 0.048 -0.009
H -2.324 -3.426 -2.920 -0.016 0.010 0.018
C 0.334 -5.551 -2.357 0.008 -0.552 -0.089
H -3.831 1.257 -3.843 -0.023 0.060 -0.019
F 0.419 0.205 3.970 -0.069 -0.042 -0.123
C -1.620 -6.775 -2.963 0.317 -0.564 0.070
H -4.040 3.636 -4.664 0.020 0.049 -0.003
H 3.433 -2.722 -2.022 0.035 0.029 -0.022
N -1.558 3.867 -2.456 0.161 -0.016 0.133
H -2.436 5.313 -3.669 0.104 0.021 0.076
H -3.405 -5.595 -3.396 0.002 -0.131 0.006
C -2.366 -5.567 -3.092 -0.187 0.549 0.025
H 1.376 -5.516 -2.059 0.007 0.037 -0.006
Hf 0.312 -0.262 -0.210 -0.624 0.710 -0.604
C -2.444 4.270 -3.385 -0.146 0.064 -0.160
F -0.204 -0.330 1.833 0.042 0.081 0.114
C 1.368 -2.691 -4.749 0.024 -0.085 0.089
Se 1.213 -2.761 -0.093 -0.336 -0.691 -0.640
C 3.671 -2.585 -5.405 0.008 0.017 0.072
S -0.390 2.252 -0.744 0.251 -0.324 0.250
Se -0.824 -0.964 -2.413 -0.150 -0.729 -0.390
H -2.118 -7.725 -3.116 -0.033 0.043 -0.064
P 0.473 -2.780 -2.181 0.411 0.789 0.156
F 0.962 1.569 1.740 0.154 0.035 0.679
C -0.272 -6.760 -2.623 0.118 0.040 0.052
C 3.130 -2.689 -3.061 -0.004 -0.083 0.077
C 4.074 -2.623 -4.072 0.044 0.035 -0.081
H 4.417 -2.523 -6.186 0.005 -0.022 0.004
C -1.766 -4.347 -2.829 0.245 -0.121 0.005
F 2.458 1.081 3.408 0.027 0.066 0.190
F 2.055 0.288 -0.475 0.557 0.309 -0.093
N -2.318 1.679 -2.530 0.265 -0.175 0.116
F 2.001 -0.692 2.030 0.060 0.101 0.738
```
Positions in Å, forces in eV/Å.

Frontier orbital gap (alpha / beta) ... 8.01 / 4.19 eV
Charge ... +3
HOMO (alpha / beta) ... -17.36 / -17.23 eV
Spin multiplicity ... 2

Mulliken atomic charge list, values in e, 6 entries:
1. C -0.734
2. H 0.351
3. H 0.428
4. C 0.497
5. H 0.434
6. H 0.453

***

ORCA calculation (ωB97M-V/def2-TZVPD) on a 2-piece molecular cluster, C2H6OSi overall in a non-equilibrium geometry.

```
10
Properties=species:S:1:pos:R:3:forces:R:3
H -1.887 -0.604 1.827 -0.323 0.138 0.317
C 0.763 1.344 -0.658 0.000 0.330 -0.027
Si -1.351 -1.386 0.729 2.178 0.910 -0.685
C 1.251 0.055 -0.080 0.351 -1.247 0.837
O 2.365 -0.335 0.094 -1.789 0.607 -0.299
H -0.931 -2.732 1.078 -0.099 -0.383 0.145
H -0.171 1.637 -0.185 0.010 -0.081 0.014
H -2.093 -1.293 -0.517 -0.411 -0.052 -0.214
H 0.560 1.162 -1.712 -0.063 -0.071 -0.112
H 1.493 2.153 -0.575 0.146 -0.151 0.023
```
Positions in Å, forces in eV/Å.

Frontier orbital gap (alpha / beta) ... 7.55 / 7.42 eV
Charge ... 0
HOMO (alpha / beta) ... -7.79 / -7.38 eV

Mulliken atomic charge list, values in e, 6 entries:
1. H -0.080
2. C -0.789
3. Si 0.361
4. C 0.182
5. O -0.349
6. H -0.078

***

Going through the records in order, we get energy above the lowest of the compared OMol25 structures with the same formula, charge and spin values of 1.8282, 0.1101, 0.0000, 0.8673, 0.6456, 4.0874 eV.
Going through the records in order, we get electronic energy values of -74050.3211, -36717.1610, -30012.1055, -29762.0989, -197497.2157, -12092.7632 eV.